Density functional theory data (ωB97M-V/def2-TZVPD) for a single C4H4N2 molecule at a distorted geometry.

Calculated values
E_LUMO   0.5 eV
Net charge   0
Highest occupied orbital energy   -7.44 eV
Energy relative to the best compared isomer or geometry (same formula, charge and spin)   481.9 kJ/mol
Kohn-Sham gap   7.950 eV

Positions of all 10 atoms, in Å:
C1 -0.84473 0.18592 0.04273
C2 -1.84006 0.20136 0.88479
N1 2.11341 -0.24497 1.73435
N2 1.81041 -0.28929 0.63485
C3 1.40736 -0.34091 -0.59529
C4 0.01967 -0.06737 -0.90610
H1 -2.47597 -0.14160 0.04194
H2 -2.07945 1.08212 1.47223
H3 2.16119 -0.38635 -1.35949
H4 -0.27182 0.00109 -1.95000

These are the Mulliken partial charges, in e, on atoms 1 to 2: C 0.075; C -0.638



Density functional theory data (ωB97M-V/def2-TZVPD) for a single C6H10N2O5 molecule at a distorted geometry.

Calculated values
E_LUMO   0.3 eV
Net charge   0
Highest occupied orbital energy   -9.24 eV
Energy relative to the best compared isomer or geometry (same formula, charge and spin)   231.4 kJ/mol
Structure (SMILES)   N[C@@H](CC(=O)O)C(=O)NCC(=O)O
Kohn-Sham gap   9.572 eV

Positions of all 23 atoms, in Å:
C1 1.42115 0.43477 -0.24959
C2 0.88634 -0.95523 0.09921
C3 0.64501 1.67618 0.20432
C4 0.56016 1.94848 1.64878
C5 -1.19107 -2.05292 0.37195
C6 -1.77894 -1.37165 -0.83627
H1 0.54816 0.80669 -1.93881
H2 1.75929 -0.17545 -2.21800
H3 2.38080 0.30271 0.19891
H4 0.96895 2.54578 -0.45368
H5 -0.43331 1.51555 -0.23060
H6 0.98035 3.73336 1.22221
H7 -0.56808 -0.31791 1.50569
H8 -1.81888 -2.43160 1.10920
H9 -0.45452 -2.83378 -0.13262
H10 -3.38762 -2.43023 -0.71959
N1 1.46015 0.60125 -1.70883
N2 -0.14635 -1.10046 0.98935
O1 1.31032 -1.91231 -0.54055
O2 0.40964 1.11827 2.49517
O3 0.69044 3.21076 1.98174
O4 -1.26600 -0.51616 -1.47667
O5 -2.97598 -1.79611 -1.32132

These are the Mulliken partial charges, in e, on atoms 1 to 2: C 0.288; C 0.498



Density functional theory data (ωB97M-V/def2-TZVPD) for 2 unconnected molecules or ions with the total composition C3H11N2S at a distorted geometry.

Calculated values
E_LUMO (alpha / beta)   0.9 / 0.9 eV
Net charge   0
Highest occupied orbital energy (alpha / beta)   -4.24 / -8.92 eV
Energy relative to the best compared isomer or geometry (same formula, charge and spin)   34.6 kJ/mol
Spin multiplicity   2
Kohn-Sham gap (alpha / beta)   5.150 / 9.800 eV

Positions of all 17 atoms, in Å:
C1 0.01467 2.69262 0.10294
C2 -0.80817 1.72562 0.93616
S1 -1.80317 0.62717 -0.15656
H1 -0.64126 3.39710 -0.41354
H2 0.58694 2.17041 -0.66256
H3 0.67738 3.26502 0.75029
H4 -0.17563 1.07426 1.53826
H5 -1.47684 2.26011 1.60817
H6 -2.20017 -0.22140 0.81893
N1 1.08274 -0.79362 -0.61291
C3 1.02110 -2.12067 -0.28728
N2 2.13718 -2.85933 0.07195
H7 1.96638 -0.34266 -0.79397
H8 0.24273 -0.24025 -0.57768
H9 0.06904 -2.62993 -0.30773
H10 2.03404 -3.85446 0.12625
H11 3.06209 -2.46236 0.01792

These are the Mulliken partial charges, in e, on atoms 1 to 2: C -0.990; C -0.485



Density functional theory data (ωB97M-V/def2-TZVPD) for 2 unconnected molecules or ions with the total composition C2H5N2O2 at a distorted geometry.

Calculated values
E_LUMO   4.2 eV
Net charge   -1
Highest occupied orbital energy   -4.81 eV
Energy relative to the best compared isomer or geometry (same formula, charge and spin)   24.7 kJ/mol
Kohn-Sham gap   9.028 eV

Positions of all 11 atoms, in Å:
N1 0.09215 0.61547 -0.97368
C1 0.21349 1.59454 -0.08147
N2 0.50233 2.83972 -0.25878
H1 0.41967 0.77353 -1.91358
H2 -0.27547 -0.34731 -0.67830
H3 -0.03897 1.24540 0.93866
H4 0.27123 3.35785 0.57663
O1 -0.74398 -1.79516 -0.34648
C2 -0.28681 -2.53009 0.59361
O2 0.82047 -3.04814 0.68909
H5 -0.97411 -2.70580 1.45431

These are the Mulliken partial charges, in e, on atoms 1 to 2: N -0.372; C 0.167



Density functional theory data (ωB97M-V/def2-TZVPD) for a single C5H4N2O2 molecule at a distorted geometry.

Calculated values
E_LUMO   0.3 eV
Net charge   0
Highest occupied orbital energy   -8.72 eV
Energy relative to the best compared isomer or geometry (same formula, charge and spin)   335.8 kJ/mol
Structure (SMILES)   N#Cn1cc(O)cc1O
Kohn-Sham gap   9.065 eV

Positions of all 13 atoms, in Å:
C1 -2.35141 -0.40458 0.03004
C2 0.96937 0.62274 0.03407
C3 0.01715 -1.50098 -0.03451
C4 1.17120 -0.74547 -0.06107
C5 -0.35489 0.91849 -0.00688
N1 -3.44327 -0.73082 0.00585
N2 -1.10156 -0.17997 0.02558
O1 2.43059 -1.20459 0.07350
O2 -1.02429 2.09189 0.09622
H1 1.67564 1.33482 -0.07638
H2 -0.32456 -2.43062 -0.42981
H3 3.05247 -0.69607 0.57642
H4 -0.71644 2.92516 -0.23303

These are the Mulliken partial charges, in e, on atoms 1 to 2: C 0.559; C -0.856



Density functional theory data (ωB97M-V/def2-TZVPD) for a single C4H8O3 molecule at a distorted geometry.

Calculated values
E_LUMO   0.7 eV
Net charge   0
Highest occupied orbital energy   -10.38 eV
Energy relative to the best compared isomer or geometry (same formula, charge and spin)   88.5 kJ/mol
Structure (SMILES)   O=C(O)CCCO
Kohn-Sham gap   11.083 eV

Positions of all 15 atoms, in Å:
O1 -0.33301 1.78581 1.99133
C1 0.45719 0.93158 1.71329
O2 1.77555 1.03336 2.02180
C2 0.15835 -0.28209 0.90000
C3 -0.33814 0.11742 -0.48711
C4 -0.46048 -1.06481 -1.39365
O3 -0.75447 -0.76032 -2.76009
H1 1.96395 1.95707 2.27949
H2 0.86169 -1.11299 0.97439
H3 -0.71619 -0.74869 1.38805
H4 0.39434 0.79257 -0.94788
H5 -1.20870 0.77643 -0.39502
H6 -1.08456 -1.89553 -1.04388
H7 0.48974 -1.61604 -1.42070
H8 -1.20524 0.08623 -2.82002

These are the Mulliken partial charges, in e, on atoms 1 to 2: O -0.540; C 0.357